Entry a
Molecular formula: C4H8N2OS
Method: DFT, ωB97M-V/def2-TZVPD

The SMILES is [H]/N=C(\N)C(=S)CCO. The calculation puts the highest occupied orbital energy at -9.24 eV.

Positions of all 16 atoms, in Å:
1 C -1.0282 0.8532 -0.0040
2 C -0.7069 -0.6519 0.0974
3 C 0.5993 -0.9908 0.6756
4 C 1.8153 -1.0232 -0.2994
5 H -2.5911 2.0607 -0.4664
6 H -3.0134 0.4208 -0.2944
7 H -0.3062 2.6179 0.0887
8 H 0.8284 -0.2549 1.4389
9 H 0.5558 -2.0198 1.1302
10 H 1.5315 -1.6060 -1.2040
11 H 2.5921 -1.5961 0.2282
12 H 1.5504 0.8751 -0.4516
13 N -2.3518 1.1599 -0.1039
14 N -0.0078 1.6560 -0.0287
15 O 2.3111 0.2723 -0.4982
16 S -1.7785 -1.7733 -0.3084


Entry b
Molecular formula: C4H8N2OS
Method: DFT, ωB97M-V/def2-TZVPD

The SMILES is OCCN/N=C/C=S. The calculation puts the highest occupied orbital energy at -8.54 eV.

Positions of all 16 atoms, in Å:
1 C -0.9665 1.3160 1.2395
2 C 0.0091 0.1289 1.4683
3 C 0.7512 -0.5458 -1.1981
4 C 1.0947 -0.9527 -2.5342
5 H -1.6472 0.7845 -0.4992
6 H -1.9335 1.2104 1.7845
7 H -0.4504 2.2280 1.6075
8 H 1.0343 0.3900 1.2097
9 H -0.0103 -0.1486 2.5362
10 H -0.3038 -1.9108 1.3463
11 H 0.9312 0.5176 -0.8284
12 H 0.9038 -1.9724 -2.7276
13 N -0.3239 -1.1244 0.7506
14 N 0.2442 -1.4314 -0.3993
15 O -1.1877 1.5503 -0.1334
16 S 1.8549 -0.0395 -3.6224


Entry c
Molecular formula: C4H8N2OS
Method: DFT, ωB97M-V/def2-TZVPD

The SMILES is N[C@@H]1C[C@H]1ONC=S. The calculation puts the highest occupied orbital energy at -8.32 eV.

Positions of all 16 atoms, in Å:
1 C -1.2278 -0.7681 -0.3890
2 C -0.5554 -0.5308 0.9497
3 C -0.4588 0.5400 -0.0962
4 C 2.8244 0.3527 0.1015
5 H -2.9449 0.3074 -0.3651
6 H -3.1220 -1.0685 -1.1449
7 H -0.8236 -1.4806 -1.0925
8 H -1.2460 -0.4837 1.7959
9 H 0.3559 -1.1781 1.0808
10 H -0.9359 1.4797 0.0905
11 H 1.7931 2.1112 -0.0243
12 H 3.5419 0.8516 0.7664
13 N -2.6733 -0.6698 -0.3403
14 N 1.7785 1.1075 -0.1242
15 O 0.6991 0.6920 -0.8907
16 S 2.9947 -1.2625 -0.3177


Which structure loses on stability? entry c does.


Entry a
Molecular formula: C4H10NS2
Method: DFT, ωB97M-V/def2-TZVPD

The total charge is +1. The calculation puts the highest occupied orbital energy at -12.10 eV.

Positions of all 17 atoms, in Å:
1 C 2.6538 0.5607 -0.1185
2 C -0.4596 0.8084 -1.0449
3 C -0.8025 0.2133 1.4794
4 C -0.4082 -0.1386 0.0975
5 N -0.9627 -1.4730 -0.3845
6 S 4.2243 0.3123 -0.2729
7 S 1.6963 -0.7795 0.2765
8 H 2.0340 1.5626 -0.3212
9 H -1.5643 1.1218 -1.1008
10 H -0.1688 1.7728 -0.5927
11 H -0.0031 0.6345 -1.9611
12 H -0.2037 -0.3380 2.2202
13 H -1.8710 -0.0796 1.7398
14 H -0.9207 1.3313 1.4957
15 H -0.1478 -1.9708 -0.9915
16 H -1.2259 -2.2287 0.3553
17 H -1.8701 -1.3093 -0.8763


Entry b
Molecular formula: C4H10NS2
Method: DFT, ωB97M-V/def2-TZVPD

The total charge is +1. The calculation puts the highest occupied orbital energy at -11.74 eV.

Positions of all 17 atoms, in Å:
1 C 2.0292 -1.3966 -0.3903
2 C -1.4714 1.3454 1.1847
3 C 2.1356 -0.4046 -1.2819
4 C -1.6692 0.6350 -0.0322
5 N -2.0736 -0.6346 -0.1223
6 S 1.1008 -1.1281 1.0221
7 S 1.2095 1.0230 -1.0077
8 H -0.3718 1.5965 1.4845
9 H -1.8413 0.9159 2.2030
10 H -1.8743 2.3939 1.0514
11 H 2.6287 -0.4907 -2.1896
12 H -2.2231 -1.0173 -1.0862
13 H -1.4512 1.1253 -0.9578
14 H -2.0805 -1.2630 0.6904
15 H 2.5999 -2.3599 -0.4113
16 H 1.6904 -2.0687 1.7475
17 H 1.6622 1.7285 -1.9045


Entry c
Molecular formula: C4H10NS2
Method: DFT, ωB97M-V/def2-TZVPD

The total charge is +1. The calculation puts the highest occupied orbital energy at -13.20 eV.

Positions of all 17 atoms, in Å:
1 C 1.3938 -0.3020 1.1901
2 C 2.1833 -0.5093 0.1246
3 C -0.8334 -0.2065 2.0150
4 N 0.0142 -0.3036 1.0694
5 H 1.7702 -0.0964 2.2168
6 H 1.8394 -0.2675 -0.8543
7 H 3.2076 -0.8616 0.2544
8 H -1.9072 -0.3555 1.7759
9 H -0.4681 -0.0369 3.0446
10 H -0.4390 -0.3354 0.0978
11 C -0.4927 1.3291 -1.5623
12 S -2.1860 0.7079 -1.6179
13 S -2.0709 -1.2608 -0.9266
14 H -0.1162 1.7415 -0.6092
15 H -0.3028 2.1355 -2.2840
16 H 0.2443 0.5709 -1.8701
17 H -1.8364 -1.9493 -2.0640


Entry d
Molecular formula: C4H10NS2
Method: DFT, ωB97M-V/def2-TZVPD

The total charge is +1. The SMILES is CSSC=[N+](C)C. The calculation puts the highest occupied orbital energy at -13.09 eV.

Positions of all 17 atoms, in Å:
1 C -0.2106 0.6041 -0.3305
2 C -2.4956 1.3278 -0.5291
3 C -1.6343 -0.2593 1.2420
4 C 3.6502 -1.4777 -0.3902
5 N -1.4335 0.6169 0.1492
6 S 1.0240 -0.1997 0.4738
7 S 2.8354 0.1749 -0.3151
8 H -0.0177 1.0217 -1.3357
9 H -3.3508 0.8675 -1.0143
10 H -2.1297 1.9794 -1.2902
11 H -2.9780 2.0562 0.2726
12 H -1.2036 -1.2429 0.9611
13 H -2.6954 -0.4351 1.2926
14 H -1.1383 0.1568 2.1000
15 H 3.4611 -1.9034 -1.3412
16 H 3.5832 -1.9828 0.5294
17 H 4.7339 -1.3044 -0.4744


Which structure loses on stability? entry a does.


Entry a
Molecular formula: C7H14O2
Method: DFT, ωB97M-V/def2-TZVPD

The calculation puts the highest occupied orbital energy (alpha / beta) at -7.59 / -7.22 eV.

Positions of all 23 atoms, in Å:
1 C 0.3179 0.9483 -0.1230
2 C 0.9442 1.3750 -2.1943
3 C 0.7669 0.1476 -1.5315
4 C -0.9933 1.7089 -0.1604
5 O 1.2523 1.3331 0.6437
6 H 1.6457 0.0807 1.1651
7 H 0.1502 1.8137 -2.7827
8 H 1.8070 1.9913 -1.9867
9 H -0.0464 -0.4743 -1.8893
10 H 1.6505 -0.4166 -1.2470
11 H -1.4684 1.6374 0.8187
12 H -1.6750 1.3055 -0.9110
13 H -0.8348 2.7699 -0.3571
14 C -0.8068 -0.6382 1.9768
15 C -0.2252 -2.2337 0.0652
16 C 0.1748 -1.0788 0.9254
17 O 1.4540 -0.9801 1.2132
18 H -1.8157 -0.5273 1.5800
19 H -0.8337 -1.4110 2.7553
20 H 0.5136 -2.4244 -0.7114
21 H -1.2092 -2.0822 -0.3821
22 H -0.2824 -3.1358 0.6868
23 H -0.4862 0.2909 2.4462


Entry b
Molecular formula: C7H14O2
Method: DFT, ωB97M-V/def2-TZVPD

The calculation puts the highest occupied orbital energy (alpha / beta) at -8.64 / -8.64 eV.

Positions of all 23 atoms, in Å:
1 C -0.2727 -0.2288 0.5663
2 C 1.5139 -0.0537 0.3734
3 C -0.7316 0.9698 -0.2653
4 C 2.0876 -0.9045 1.4908
5 C 1.9141 -0.5649 -0.9960
6 C -2.3469 0.6153 -0.5081
7 C -2.8849 1.1529 -1.6390
8 O -0.6104 0.0066 1.9138
9 O -0.7446 -1.3733 0.1103
10 H -0.5671 -0.8668 2.3318
11 H -1.9666 -0.7788 -0.4479
12 H 1.7709 0.9968 0.5188
13 H -0.2894 0.9583 -1.2575
14 H -0.6491 1.9203 0.2556
15 H -2.8457 0.8089 0.4399
16 H 1.4339 -1.5275 -1.1976
17 H 1.6528 0.1338 -1.7930
18 H 3.1829 -0.9076 1.4264
19 H 1.8312 -0.5028 2.4727
20 H 1.7198 -1.9322 1.4282
21 H 2.9994 -0.7162 -1.0412
22 H -2.5410 0.8833 -2.6314
23 H -3.6565 1.9111 -1.5507


Entry c
Molecular formula: C7H14O2
Method: DFT, ωB97M-V/def2-TZVPD

The calculation puts the highest occupied orbital energy at -8.92 eV.

Positions of all 23 atoms, in Å:
1 C 0.6949 -0.5008 -0.4026
2 C 0.4066 -1.9647 -0.6963
3 C 1.8215 -0.3628 0.6148
4 C 0.9671 0.2651 -1.6918
5 H -0.1039 0.4680 0.1332
6 H -0.4490 -2.0650 -1.3631
7 H 0.2074 -2.5224 0.2176
8 H 1.2662 -2.4167 -1.1969
9 H 2.7417 -0.7935 0.2115
10 H 1.2188 1.3080 -1.4882
11 H 1.5721 -0.8874 1.5368
12 H 2.0358 0.6818 0.8475
13 H 0.0703 0.2559 -2.3120
14 H 1.8104 -0.1744 -2.2283
15 C -1.4700 -0.0152 0.1282
16 C -1.3077 1.6663 0.4119
17 C -1.3053 2.1800 1.6312
18 O -1.5601 -0.6428 1.3482
19 O -2.1932 -0.2845 -0.8168
20 H -2.3363 -1.2190 1.3056
21 H -1.5432 2.2295 -0.4821
22 H -1.3903 3.2472 1.7957
23 H -1.1535 1.5473 2.4958


Entry d
Molecular formula: C7H14O2
Method: DFT, ωB97M-V/def2-TZVPD

The SMILES is CCC/C=C/C=C/O.O. The calculation puts the highest occupied orbital energy at -7.76 eV.

Positions of all 23 atoms, in Å:
1 C -2.0188 0.0010 -1.5676
2 C -1.1744 -1.1770 -2.0533
3 C 0.3259 -0.8958 -1.9787
4 C 0.7709 -0.4269 -0.6089
5 C 0.7684 -1.2169 0.4624
6 C 1.1357 -0.8204 1.8262
7 C 1.5390 0.4012 2.1838
8 O 1.8403 0.6462 3.4934
9 H -3.0748 -0.1454 -1.7729
10 H -1.7392 0.9337 -2.0694
11 H -1.8698 0.1568 -0.4987
12 H -1.4540 -1.4203 -3.0822
13 H -1.4586 -2.0696 -1.4920
14 H 0.5974 -0.1745 -2.7492
15 H 0.9103 -1.7845 -2.2503
16 H 1.0699 0.6144 -0.5689
17 H 0.4945 -2.2624 0.3657
18 H 1.0301 -1.5545 2.6141
19 H 1.6648 1.2429 1.5227
20 H 1.9879 1.5864 3.6356
21 H -0.6037 3.4373 1.1080
22 H -0.6694 2.1160 1.8868
23 O -0.0725 2.8122 1.5936


Which structure loses on stability? entry b does.


Entry a
Molecular formula: C3H5F
Method: DFT, ωB97M-V/def2-TZVPD

The calculation puts the highest occupied orbital energy at -9.93 eV.

Positions of all 9 atoms, in Å:
1 C 1.1756 -1.3568 0.0282
2 C 1.0669 -0.0495 -0.0408
3 C -0.4847 1.1605 -0.0031
4 F 2.1207 0.8253 0.0172
5 H 2.0714 -1.7977 -0.0823
6 H 0.3440 -1.9050 0.1312
7 H -1.3462 0.6332 -0.6207
8 H -0.8035 1.1388 1.0674
9 H -0.1719 1.9461 -0.5916


Entry b
Molecular formula: C3H5F
Method: DFT, ωB97M-V/def2-TZVPD

The SMILES is FC1CC1. The calculation puts the highest occupied orbital energy at -9.71 eV.

Positions of all 9 atoms, in Å:
1 C 0.8723 -0.2398 0.3220
2 C -0.2902 0.6432 -0.1947
3 C -0.6101 -0.7792 -0.1246
4 H 0.9842 0.1281 1.3580
5 H -0.8268 1.3931 0.4772
6 H 0.0233 1.1825 -1.1826
7 H -1.3056 -0.7789 0.7281
8 H -0.8919 -1.3633 -1.1425
9 F 2.0449 -0.1857 -0.2409


Which structure loses on stability? entry a does.


Entry a
Molecular formula: C5H9NO
Method: DFT, ωB97M-V/def2-TZVPD

The calculation puts the highest occupied orbital energy at -6.43 eV.

Positions of all 16 atoms, in Å:
1 C -2.1169 -1.1078 0.6253
2 C -1.1490 -0.0713 0.1707
3 N -0.2567 0.4679 0.9877
4 C 0.8545 1.1705 0.6879
5 C 1.5666 0.9831 -0.5804
6 C 1.5993 -0.2824 -1.3310
7 O 0.8692 0.8302 -1.8371
8 H -1.8958 -2.0789 0.1587
9 H -3.1477 -0.8560 0.3472
10 H -2.0763 -1.2520 1.7123
11 H -1.0626 0.2121 -0.8703
12 H -0.4330 0.3321 1.9829
13 H 1.3187 1.7214 1.4939
14 H 2.4489 1.6175 -0.6676
15 H 2.4866 -0.5649 -1.8974
16 H 0.9943 -1.1215 -0.9829


Entry b
Molecular formula: C5H9NO
Method: DFT, ωB97M-V/def2-TZVPD

The SMILES is C[C@H]1N[C@H]1[C@H]1CO1. The calculation puts the highest occupied orbital energy at -9.17 eV.

Positions of all 16 atoms, in Å:
1 C -2.1839 -0.3408 0.0194
2 C -1.1521 0.5799 0.6347
3 N 0.0101 0.1436 1.4128
4 C 0.2297 0.8437 0.1475
5 C 1.0389 0.0935 -0.8810
6 C 2.3447 -0.4038 -0.4296
7 O 1.2519 -1.2923 -0.6490
8 H -3.0480 0.2624 -0.2829
9 H -2.5527 -1.0735 0.7463
10 H -1.8224 -0.8758 -0.8622
11 H -1.6151 1.4351 1.1281
12 H 0.1931 -0.8434 1.2168
13 H 0.5773 1.8737 0.2363
14 H 0.9317 0.3580 -1.9339
15 H 3.1811 -0.5022 -1.1205
16 H 2.6157 -0.2580 0.6172


Entry c
Molecular formula: C5H9NO
Method: DFT, ωB97M-V/def2-TZVPD

The SMILES is CC1(C)COC=N1. The calculation puts the highest occupied orbital energy at -9.86 eV.

Positions of all 16 atoms, in Å:
1 C -1.2087 -1.1181 0.1885
2 C -0.2204 0.0172 -0.0536
3 C -0.8663 1.3808 0.2263
4 C 1.0922 -0.2251 0.6919
5 O 2.0864 0.3781 -0.1533
6 C 1.5557 0.0380 -1.3622
7 N 0.3024 -0.1368 -1.4473
8 H -2.0709 -1.0190 -0.4773
9 H -1.5630 -1.1371 1.2260
10 H -0.7270 -2.0749 -0.0343
11 H -1.2286 1.4267 1.2638
12 H -0.1599 2.2040 0.0817
13 H -1.7296 1.5450 -0.4270
14 H 1.1729 0.1318 1.7180
15 H 1.2820 -1.2994 0.5847
16 H 2.2873 -0.2594 -2.1090


Which structure loses on stability? entry a does.


Entry a
Molecular formula: H12LiO6
Method: DFT, ωB97M-V/def2-TZVPD

The total charge is +1. The calculation puts the highest occupied orbital energy at -13.91 eV.

Positions of all 19 atoms, in Å:
1 Li -10.7272 6.8918 -10.1482
2 O -12.2929 10.3945 -9.5948
3 H -11.5754 9.7625 -9.4563
4 H -12.6027 10.2174 -10.4881
5 O -10.4617 6.6183 -8.2218
6 H -9.5723 6.3153 -7.9953
7 H -10.8845 6.8067 -7.3737
8 O -12.3259 7.5607 -11.0425
9 H -12.2882 7.6119 -12.0079
10 H -13.2155 7.2371 -10.8469
11 O -9.6340 9.0370 -10.1889
12 H -9.2004 9.0102 -9.3231
13 H -9.1590 9.7258 -10.6753
14 O -11.2474 4.8172 -10.5802
15 H -11.9123 4.1266 -10.4732
16 H -10.4438 4.3486 -10.8415
17 O -8.7360 6.4582 -10.9711
18 H -8.4459 7.3468 -11.2172
19 H -7.9350 6.0114 -10.6678


Entry b
Molecular formula: H12LiO6
Method: DFT, ωB97M-V/def2-TZVPD

The total charge is +1. The calculation puts the highest occupied orbital energy at -14.98 eV.

Positions of all 19 atoms, in Å:
1 Li -0.4503 0.1935 0.0479
2 O 1.2217 -2.3760 -0.9085
3 H 2.1342 -2.1879 -0.5055
4 H 1.2012 -1.6461 -1.5234
5 O -1.1752 -1.3277 -0.5460
6 H -0.4114 -1.7220 -0.5112
7 H -1.7092 -1.7043 0.2203
8 O -2.0785 1.5109 -0.0302
9 H -1.9169 2.2939 -0.0199
10 H -2.9053 1.4249 -0.5098
11 O -0.4680 -0.5287 1.9470
12 H -0.6414 -1.3091 2.4210
13 H -0.5574 0.2061 2.6066
14 O 1.1490 2.1805 0.7370
15 H 1.7761 1.8309 1.3846
16 H 0.7609 2.8996 1.1907
17 O 1.2722 0.0267 -1.6117
18 H 0.8666 -0.4262 -2.4993
19 H 1.9317 0.6610 -1.8896


Which structure loses on stability? entry b does.